# 1
{"formula": "C13H25NO3Si", "method": "ωB97M-V/def2-TZVPD", "homo_lumo_gap_ev": 10.2, "smiles": "[H]/N=C(\\C)C[Si@](C)(O)CCCCCCOC(=O)C=C", "homo_ev": -9.639, "e_tot_ev": -29397.7152, "lumo_ev": 0.52, "symbols": ["H", "N", "C", "C", "C", "Si", "C", "O", "C", "C", "C", "C", "C", "C", "O", "C", "O", "C", "C", "H", "H", "H", "H", "H", "H", "H", "H", "H", "H", "H", "H", "H", "H", "H", "H", "H", "H", "H", "H", "H", "H", "H", "H"], "xyz": [[3.687672, 1.595702, -0.373760], [3.080507, 2.227821, 0.150763], [2.656676, 1.642594, 1.200203], [3.053076, 0.228852, 1.563161], [1.743435, 2.385659, 2.130741], [0.015716, 1.645660, 2.389103], [-0.514199, 2.120520, 4.136202], [0.009380, -0.021760, 2.299869], [-1.236410, 2.264080, 1.148239], [-1.379490, 1.368505, -0.096568], [-0.351505, 1.710561, -1.179307], [-0.395433, 0.713564, -2.336298], [0.251986, -0.639311, -1.992798], [-0.170278, -1.748830, -2.960556], [-0.676680, -2.859868, -2.207418], [-1.397869, -3.753360, -2.895748], [-1.798579, -3.582618, -4.013924], [-1.640099, -4.969168, -2.059891], [-2.655397, -4.987741, -1.203845], [4.091971, 0.041087, 1.296507], [2.931246, 0.062514, 2.636739], [2.395164, -0.487308, 1.066890], [1.641234, 3.411607, 1.769316], [2.225844, 2.435332, 3.114855], [-1.545296, 2.477042, 4.159546], [-0.411943, 1.262134, 4.803159], [0.104213, 2.938146, 4.515904], [0.539575, -0.424812, 2.996175], [-2.196948, 2.293701, 1.673572], [-1.009197, 3.293720, 0.855180], [-1.304397, 0.314242, 0.177407], [-2.373065, 1.526077, -0.527758], [0.658166, 1.793685, -0.766733], [-0.627621, 2.693704, -1.575246], [0.075019, 1.108519, -3.240109], [-1.450694, 0.532420, -2.575688], [0.001791, -0.920433, -0.968654], [1.334673, -0.495148, -2.041553], [-0.922051, -1.367268, -3.650227], [0.686322, -2.068826, -3.557805], [-0.992681, -5.826077, -2.207880], [-3.503785, -4.328263, -1.358106], [-2.693467, -5.642482, -0.342384]], "forces_ev_per_angstrom": [[0.03, 0.07, -0.04], [-0.14, -0.17, 0.08], [0.24, 0.25, -0.26], [-0.22, 0.09, 0.37], [0.13, -0.33, -0.05], [-0.28, 0.39, 0.43], [0.17, 0.26, -0.28], [0.23, 0.14, -0.01], [-0.05, -0.46, -0.07], [0.14, 0.35, -0.15], [-0.29, 0.04, -0.26], [-0.16, -0.43, 0.26], [0.02, 0.36, -0.19], [0.32, 0.71, 0.05], [0.25, -0.10, -0.05], [-0.43, -0.43, -0.34], [0.06, 0.06, -0.35], [-0.38, 0.02, 0.22], [-0.05, 0.01, -0.11], [-0.04, -0.06, -0.07], [0.13, -0.03, -0.02], [0.07, 0.03, -0.10], [-0.05, -0.03, 0.01], [-0.06, -0.07, 0.00], [-0.04, -0.18, 0.05], [-0.05, 0.08, 0.09], [0.01, -0.08, 0.08], [-0.14, -0.15, -0.13], [0.05, 0.04, 0.04], [0.00, -0.01, 0.01], [-0.08, 0.03, 0.07], [0.01, -0.14, -0.01], [-0.01, 0.00, -0.02], [0.23, 0.07, 0.09], [-0.03, 0.11, 0.05], [0.04, 0.06, -0.09], [-0.01, -0.12, -0.05], [0.01, -0.16, 0.17], [-0.15, -0.24, 0.05], [-0.13, -0.26, 0.00], [0.54, 0.33, 0.50], [0.36, 0.54, 0.52], [-0.28, -0.58, -0.48]]}

---

# 2
{"formula": "C13H26AlBrClF2MgNO7", "method": "ωB97M-V/def2-TZVPD", "homo_lumo_gap_ev": 1.8, "charge": 2, "homo_ev": -12.477, "e_tot_ev": -129724.7093, "lumo_ev": -10.70, "symbols": ["C", "C", "O", "C", "C", "C", "C", "N", "C", "C", "C", "O", "F", "C", "H", "H", "H", "H", "H", "H", "H", "H", "H", "H", "H", "H", "H", "H", "H", "H", "H", "H", "H", "C", "C", "C", "O", "H", "H", "H", "H", "H", "H", "H", "O", "Cl", "O", "O", "O", "Al", "F", "Br", "Mg"], "xyz": [[-2.677898, -1.134098, -1.398835], [-1.303159, -1.890677, -1.749005], [-0.117714, -1.054984, -1.729515], [-0.248140, 0.107783, -2.584641], [-0.535629, 1.440747, -1.695076], [-0.170226, 1.283997, -0.143500], [1.382568, 1.464809, 0.311562], [1.222442, 1.425940, 1.833666], [-0.148578, 1.948547, 2.279547], [-0.807436, 0.757141, 3.143083], [-2.401686, 0.694545, 3.083597], [-3.177452, 1.611734, 2.796956], [-3.021979, -0.603759, 3.474222], [-0.806187, 2.402293, 0.874981], [-3.523810, -1.917083, -1.534121], [-2.698098, -0.828381, -0.297241], [-2.936660, -0.276183, -2.123615], [-1.403316, -2.501846, -2.722216], [-1.150258, -2.680237, -0.910191], [0.695385, 0.299972, -3.232970], [-1.102565, -0.040698, -3.356281], [-0.026819, 2.330557, -2.209893], [-1.683140, 1.609524, -1.739779], [-0.465087, 0.311793, 0.412521], [1.758429, 2.544537, 0.108994], [2.153550, 0.759832, -0.150830], [2.036626, 1.900413, 2.390550], [1.430191, 0.421366, 2.012562], [0.137243, 2.825763, 2.962394], [-0.417139, -0.295200, 2.890175], [-0.530730, 0.942445, 4.253648], [-1.923034, 2.626871, 0.805149], [-0.296821, 3.424038, 0.690679], [2.031461, -3.266382, -0.353058], [3.185086, -3.453114, -1.360535], [3.566983, -4.939714, -1.427948], [4.238561, -2.779537, -0.905060], [2.299965, -3.597359, 0.656296], [1.722380, -2.218985, -0.292808], [1.155854, -3.847446, -0.664298], [2.763668, -3.204350, -2.348271], [3.893095, -5.329848, -0.451714], [4.377645, -5.111009, -2.151941], [2.712002, -5.544685, -1.749906], [-1.000242, 4.493607, -1.116220], [-1.746183, 5.628344, -0.605508], [-1.621326, 6.735637, -1.521549], [-1.218527, 6.005066, 0.688188], [-3.139053, 5.266500, -0.470597], [5.704954, -5.732931, -0.670237], [-3.335092, 0.433899, 0.735020], [2.315790, 1.199779, 3.685421], [-5.149894, -0.648974, 3.578145]], "forces_ev_per_angstrom": [[-0.07, -1.24, -0.76], [-1.00, -0.85, 0.76], [-0.88, 0.16, -1.04], [-0.02, 1.05, -0.54], [-0.78, -0.70, -0.26], [0.06, 0.96, 1.92], [-0.17, 2.28, -2.07], [-2.84, -1.84, -5.49], [-0.63, 0.11, -0.37], [-0.77, -0.85, 0.92], [-1.32, 5.94, -2.35], [3.12, -4.80, 2.83], [-0.49, 0.16, 0.37], [1.37, 0.64, -0.31], [1.35, 1.19, 0.17], [0.03, 0.08, -1.64], [0.53, -1.26, 1.36], [0.29, 1.18, 1.16], [-0.05, 1.30, -1.35], [-1.28, -0.74, 1.37], [1.36, 0.28, 1.38], [-0.75, -1.18, 1.13], [1.94, -0.02, 0.33], [0.13, 1.03, -1.85], [-0.77, -1.81, -0.07], [-1.17, 0.55, 1.23], [-0.06, 2.01, -2.43], [-1.11, 0.64, -0.26], [-0.91, -1.27, -0.94], [-0.56, 1.63, 0.21], [-0.67, -0.44, -1.72], [1.54, -0.92, 0.38], [-0.85, -1.62, 0.05], [-1.04, 0.11, 0.77], [0.74, -1.01, 0.55], [-1.37, -0.32, -0.63], [0.29, 0.60, -0.17], [0.27, 0.00, -0.23], [0.20, -0.15, -0.27], [0.11, 0.03, -0.17], [0.19, 0.56, -0.10], [-1.05, 0.36, 0.46], [-0.13, 0.25, -0.44], [0.24, -0.27, 0.04], [0.21, -0.09, -0.06], [-0.64, 1.20, -0.11], [0.01, -0.69, 0.28], [0.02, -0.50, -0.18], [0.49, -0.07, 0.04], [1.50, -0.06, 0.22], [-0.51, -0.70, 0.98], [4.21, -1.76, 8.27], [1.71, 0.87, -1.38]]}

---

# 3
{"formula": "C13H26CoNO2S3", "method": "ωB97M-V/def2-TZVPD", "s2": 6.021, "homo_lumo_gap_ev": [7.2, 6.8], "homo_ev": [-6.731, -7.667], "e_tot_ev": -89619.2014, "lumo_ev": [0.51, -0.90], "multiplicity": 5, "symbols": ["Co", "C", "C", "S", "C", "C", "S", "H", "H", "H", "H", "H", "H", "N", "C", "O", "C", "C", "H", "H", "H", "H", "H", "H", "C", "C", "C", "S", "O", "C", "C", "C", "H", "H", "H", "H", "H", "H", "H", "H", "H", "H", "H", "H", "H", "H"], "xyz": [[8.932012, 9.085925, 8.452977], [7.829907, 6.840472, 12.641530], [8.072397, 7.333916, 11.196691], [9.534175, 8.138075, 10.851961], [7.028986, 7.243902, 10.278611], [5.688667, 6.694514, 10.759548], [6.898602, 7.948291, 8.716793], [8.713293, 6.995857, 13.236368], [7.494057, 5.800945, 12.669724], [7.035187, 7.443967, 13.166527], [5.843875, 5.647392, 11.121368], [4.918782, 6.717554, 9.966319], [5.322403, 7.305033, 11.575120], [9.701850, 9.312277, 4.256523], [9.576050, 9.001495, 5.552640], [8.580994, 9.441169, 6.154347], [10.690188, 8.191121, 6.240123], [10.794478, 8.537999, 7.707241], [8.945541, 9.843993, 3.911104], [10.477468, 9.038083, 3.645348], [11.632287, 8.400297, 5.615881], [10.479762, 7.123258, 6.149250], [11.501635, 9.330680, 7.884321], [11.241878, 7.645270, 8.180251], [7.446494, 11.872879, 13.782908], [8.644990, 11.379553, 12.970756], [8.751750, 11.870973, 11.502760], [7.592678, 11.071178, 10.360646], [8.269258, 10.884566, 8.993853], [6.312555, 12.266338, 10.144775], [6.297729, 12.845632, 8.708462], [7.510272, 13.796237, 8.381750], [7.375600, 11.395287, 14.731390], [6.522229, 11.459705, 13.252578], [7.314463, 12.951473, 13.888682], [8.659341, 10.282286, 12.948637], [9.548002, 11.726463, 13.493741], [9.696583, 11.603782, 11.078021], [8.644740, 12.942172, 11.506614], [6.505198, 13.121644, 10.791662], [5.445495, 11.718044, 10.382225], [5.281850, 13.369909, 8.635887], [6.240836, 11.907765, 8.170140], [7.742412, 14.617750, 9.120606], [7.496000, 14.342382, 7.439315], [8.393971, 13.143634, 8.362583]], "forces_ev_per_angstrom": [[0.72, -0.78, -0.59], [-0.75, 0.73, -0.42], [0.30, 0.42, 0.73], [-0.66, -0.07, -0.19], [-1.57, 0.56, -0.40], [0.42, -1.03, -0.35], [0.51, -0.41, 0.60], [0.45, -0.26, 0.07], [0.18, 0.05, 0.06], [0.51, -0.45, -0.72], [-0.43, 0.74, -0.16], [0.59, -0.15, 0.35], [-0.08, 0.04, 0.38], [1.12, -0.63, -0.56], [0.08, -0.13, 0.88], [0.59, -0.41, 0.34], [0.58, 1.03, -1.43], [-0.16, -0.99, 0.50], [-0.59, 0.53, -0.72], [-0.70, 0.16, 0.75], [-1.00, -0.41, 0.78], [-0.20, 0.07, -0.28], [0.38, 0.57, -0.04], [-0.25, 0.42, 0.21], [-1.80, -0.92, -2.15], [0.34, 0.11, -0.03], [-0.47, 0.07, 0.76], [0.54, -1.63, 0.57], [0.04, 0.91, 0.79], [1.33, 2.34, -0.77], [-1.29, 0.98, 0.71], [0.34, -0.48, 0.81], [0.35, -0.20, 0.93], [0.80, 0.78, 0.56], [0.30, -0.07, -0.10], [0.06, 0.19, 0.17], [0.03, -0.25, -0.33], [0.72, -0.18, -0.17], [-0.06, 0.55, -0.41], [-0.28, -0.31, 0.58], [-1.33, -0.23, 0.25], [1.41, -0.61, -0.16], [0.25, 0.45, -1.29], [-0.71, -1.02, -0.22], [-0.53, -0.42, -0.22], [-0.10, 0.32, -0.09]]}

---

# 4
{"formula": "C13H26F2N4O17S", "method": "ωB97M-V/def2-TZVPD", "homo_lumo_gap_ev": 10.5, "smiles": "O=C1OC[C@@H](F)O1.O=C1OC[C@@H](F)O1.CCOS(C)(=O)=O.C[N+](=O)[O-].C[N+](=O)[O-].C[N+](=O)[O-].C[N+](=O)[O-]", "homo_ev": -10.270, "e_tot_ev": -70928.4771, "lumo_ev": 0.21, "symbols": ["O", "C", "O", "C", "C", "F", "O", "H", "H", "H", "O", "C", "O", "C", "C", "F", "O", "H", "H", "H", "C", "C", "O", "S", "C", "O", "O", "H", "H", "H", "H", "H", "H", "H", "H", "C", "N", "O", "O", "H", "H", "H", "C", "N", "O", "O", "H", "H", "H", "C", "N", "O", "O", "H", "H", "H", "C", "N", "O", "O", "H", "H", "H"], "xyz": [[-0.641888, 0.405360, 0.310538], [-0.564151, -0.123550, 1.365919], [-0.494105, 0.489997, 2.559267], [-0.304387, -0.480966, 3.581313], [-0.593222, -1.824224, 2.899104], [-1.914499, -2.145845, 3.165243], [-0.523597, -1.522973, 1.507232], [0.713776, -0.395690, 3.993520], [-1.020764, -0.188219, 4.322513], [0.045362, -2.671393, 3.132566], [1.733511, -3.153308, -0.367957], [2.348848, -3.309811, 0.598145], [3.656585, -3.153969, 0.625086], [4.144644, -3.244347, 1.953628], [2.926194, -3.797263, 2.761524], [2.824727, -3.050854, 3.880529], [1.850682, -3.503101, 1.859758], [4.993761, -3.942923, 1.915302], [4.383287, -2.249264, 2.349523], [2.977545, -4.878508, 3.059194], [-1.234531, 3.718467, -2.247851], [-1.933389, 2.513307, -2.950439], [-1.015462, 1.412257, -2.729600], [-1.606109, -0.113954, -2.987851], [-0.100943, -1.024134, -2.449782], [-2.745238, -0.368949, -2.185032], [-1.623510, -0.355798, -4.430244], [-0.811630, 3.455095, -1.278435], [-1.892189, 4.560736, -2.045963], [-0.304273, 4.078545, -2.791505], [-2.955171, 2.299435, -2.559962], [-1.934746, 2.626206, -4.051530], [-0.327277, -2.098991, -2.545356], [0.122705, -0.748721, -1.455890], [0.675554, -0.715600, -3.117154], [-3.439179, 5.078207, 2.558176], [-2.140884, 5.350627, 3.265815], [-1.585245, 6.395465, 2.981122], [-1.764795, 4.530242, 4.037569], [-3.792752, 4.125954, 2.936278], [-3.105899, 5.007498, 1.459107], [-4.162248, 5.885257, 2.680751], [-4.934866, -0.663457, 1.563900], [-4.676080, 0.571609, 2.407025], [-5.538274, 0.911855, 3.184046], [-3.591240, 1.167468, 2.289088], [-3.938183, -0.880569, 1.163992], [-5.790566, -0.555242, 0.876278], [-5.187098, -1.408897, 2.317605], [4.194900, -3.105601, -5.731453], [2.870558, -2.387873, -5.572355], [2.685824, -1.718046, -4.591390], [2.073657, -2.537041, -6.461450], [4.056126, -3.955503, -6.410623], [4.566296, -3.299172, -4.781497], [4.906578, -2.420027, -6.226146], [2.463025, 1.561677, -0.202193], [3.122622, 0.341887, 0.313889], [3.897683, -0.263104, -0.397334], [2.888188, 0.118846, 1.474903], [1.474656, 1.726508, 0.342010], [2.512731, 1.545706, -1.295291], [3.078364, 2.378675, 0.172824]], "forces_ev_per_angstrom": [[0.05, 0.25, -0.03], [-0.01, -1.00, 0.29], [0.31, -0.46, -0.99], [0.67, 0.15, 0.04], [-0.72, 0.95, -0.74], [0.21, -0.32, 0.06], [0.19, 1.16, 1.18], [-0.28, -0.14, -0.31], [-0.37, -0.49, 0.66], [-0.12, 0.11, -0.02], [-2.30, -0.18, -2.18], [0.88, 1.07, 1.56], [1.27, -0.22, 0.46], [-0.10, -0.99, 0.22], [1.03, 0.12, -1.35], [-0.65, 0.10, 0.49], [0.28, -1.04, 0.96], [-0.17, 0.49, 0.37], [0.12, -0.28, -0.20], [-0.35, 0.98, -0.39], [0.94, -0.04, -0.54], [0.89, 0.60, -0.04], [-1.03, -1.59, 0.26], [3.61, -0.22, -2.17], [-1.75, 0.11, -0.55], [-0.84, 0.16, 0.49], [-0.80, 0.65, 1.61], [-0.38, -0.53, 0.13], [-0.16, 0.05, -0.39], [-1.37, -0.40, 0.15], [0.82, 0.08, -0.16], [-0.47, 0.31, 0.57], [0.07, 0.56, 0.01], [0.13, 0.11, 1.08], [0.36, 0.04, -0.52], [0.88, -0.43, -1.81], [-1.37, 1.41, -1.02], [0.21, -0.08, 0.11], [0.84, -1.03, 1.12], [-0.12, -0.01, -0.15], [-0.83, 0.03, 1.63], [0.41, 0.01, 0.13], [0.84, 0.04, 0.89], [0.83, 1.02, -0.29], [-0.17, -0.10, -0.08], [-1.41, -1.14, -0.12], [-0.67, -0.10, -0.54], [0.75, 0.37, 0.26], [-0.06, -0.09, -0.16], [-0.31, 0.94, -2.03], [0.62, -0.58, -0.50], [0.30, 0.36, 0.75], [-0.41, -0.14, -0.64], [-0.12, 0.18, 0.58], [0.49, -0.68, 1.65], [-0.57, -0.05, 0.21], [-0.78, 0.86, 0.39], [0.13, 0.72, -0.68], [-0.33, 0.07, 0.27], [0.00, -1.01, 1.10], [1.12, -0.70, -1.30], [-0.52, -0.01, 0.38], [0.28, -0.01, -0.15]]}